Below is one molecule with the formula C4H3NO3 in a non-equilibrium geometry, with properties calculated with ωB97M-V/def2-TZVPD.

The geometry in XYZ format:
```
11
Properties=species:S:1:pos:R:3:nbo_charge:R:1
C 0.199 0.356 0.290 0.143
C 0.693 -0.865 0.190 -0.423
C -0.118 -1.659 -0.728 0.761
C -0.978 0.363 -0.652 0.744
H -0.094 2.306 0.659 0.424
H 1.210 1.637 1.630 0.414
H 1.463 -1.258 0.786 0.233
N 0.458 1.468 0.978 -0.770
O 0.087 -2.779 -1.128 -0.514
O -1.213 -0.853 -1.090 -0.477
O -1.707 1.285 -0.935 -0.535
```

Results
energy above the lowest of the compared OMol25 structures with the same formula, charge and spin = 27.40 kJ/mol
DFT total energy = -434.716900 a.u.
total charge = 0
SMILES string = NC1=CC(=O)OC1=O
HOMO-LUMO gap = 9.476 eV